Density functional theory data (ωB97M-V/def2-TZVPD) for a structure of composition C4H8S2 at a distorted geometry.

Calculated values
HOMO-LUMO gap   8.077 eV
Calculated total energy   -953.44295 Ha
Maximum force   5.48 eV/A
HOMO level   -8.4998 eV
ΔE to the lowest compared entry with this formula, charge and spin   90.2 kcal per mole

ORCA input file:
```
! RIJCOSX wB97M-V def2-TZVPD def2/J DEFGRID3
* xyz 0 1
C -1.1394 -0.6657 -0.5951
C -0.5779 0.1410 0.4753
C 0.9022 -0.1344 1.0917
C 1.5836 0.0174 -0.2556
H -1.0178 -0.4841 -1.7325
H -2.1918 -0.7196 -0.4693
H -1.0196 -1.7973 -0.4321
H -1.4145 -0.0561 1.1592
H -0.3678 2.0039 -1.3720
H 0.8123 -1.1191 1.5865
H 1.0707 0.4919 1.9171
H 0.9176 -0.5005 -1.3015
S -0.6474 2.0184 0.0837
S 3.0897 0.8041 -0.1557
*
```

Results of the Löwdin charge analysis, in e, for atoms 1 through 2: atom 1 (C): -0.247, atom 2 (C): -0.699